Record 1
Molecular formula: C32H27Cl2N2
Method: DFT, ωB97M-V with the def2-TZVPD basis set

## Properties
SMILES ... N#Cc1ccc([C@H](C(c2ccccc2)=[N+]2CCCC2)C(c2ccc(Cl)cc2)c2ccc(Cl)cc2)cc1
E_HOMO ... -0.4173 Ha
Total charge ... +1

Positions of all 63 atoms, in Å:
N (6.0971, -3.3266, 0.4558)
C (5.2223, -2.6257, 0.7680)
C (4.0786, -1.7881, 1.0525)
C (2.9412, -2.2962, 1.7007)
C (1.7569, -1.5530, 1.7158)
C (1.6548, -0.3618, 0.9667)
C (0.3758, 0.2409, 0.4376)
C (-0.8360, -0.1320, 1.2350)
C (-1.2390, -1.5568, 1.2403)
C (-0.6512, -2.3691, 0.2706)
C (-1.1448, -3.6254, -0.0563)
C (-2.1554, -4.1566, 0.7558)
C (-2.6384, -3.4299, 1.8615)
C (-2.1069, -2.1745, 2.1605)
N (-1.5596, 0.7725, 1.9500)
C (-1.0720, 2.0514, 2.4990)
C (-2.3144, 2.6858, 3.1720)
C (-3.5269, 1.9490, 2.6362)
C (-3.0164, 0.6433, 2.0131)
C (0.4146, 0.1333, -1.4407)
C (-0.8464, 0.6206, -2.0717)
C (-2.0083, -0.1813, -1.9601)
C (-3.2568, 0.2568, -2.3853)
C (-3.3916, 1.5493, -2.9027)
Cl (-4.9351, 2.1722, -3.3148)
C (-2.2414, 2.3148, -3.1917)
C (-0.9813, 1.8136, -2.8235)
C (1.7101, 0.5876, -2.0549)
C (2.7084, -0.2808, -2.5433)
C (3.9864, 0.1977, -2.8813)
C (4.2552, 1.5728, -2.7235)
Cl (5.8431, 2.1583, -3.0069)
C (3.2372, 2.4575, -2.3838)
C (1.9738, 1.9678, -2.0363)
C (2.8931, 0.2984, 0.7370)
C (4.0800, -0.4342, 0.6669)
H (2.9657, -3.3262, 2.1054)
H (0.9259, -1.9094, 2.3562)
H (0.5051, 1.2854, 0.2129)
H (0.2245, -1.9796, -0.2373)
H (-0.7051, -4.1307, -0.8873)
H (-2.5306, -5.1388, 0.5182)
H (-3.3992, -3.8421, 2.4923)
H (-2.3611, -1.6844, 3.1155)
H (-0.2362, 1.9270, 3.2194)
H (-0.7068, 2.7003, 1.6835)
H (-2.2289, 2.5642, 4.2545)
H (-2.3119, 3.7587, 2.9404)
H (-4.2169, 1.7659, 3.4633)
H (-4.0332, 2.5503, 1.8865)
H (-3.4846, 0.5157, 1.0183)
H (-3.4221, -0.1806, 2.6219)
H (0.3840, -0.9582, -1.4790)
H (-1.9317, -1.1966, -1.5769)
H (-4.1486, -0.3621, -2.2619)
H (-2.3422, 3.2885, -3.6611)
H (-0.1217, 2.3861, -3.1816)
H (2.5022, -1.3451, -2.6705)
H (4.7699, -0.4704, -3.1877)
H (3.4659, 3.5251, -2.3330)
H (1.2166, 2.7002, -1.7386)
H (2.9565, 1.3870, 0.5986)
H (4.9580, 0.0184, 0.2094)

Atomic forces in eV per Å
N -1.29 1.11 0.56
C 0.93 -0.92 -0.41
C -0.19 0.40 -0.11
C 0.16 -0.33 -0.04
C -0.08 -0.46 0.11
C 0.98 0.57 0.81
C 1.08 0.96 -0.85
C -0.67 0.30 0.71
C 0.20 0.52 0.12
C -0.11 -0.12 -0.85
C -0.14 0.64 1.42
C 0.11 0.59 -0.36
C 1.04 0.24 -0.32
C -0.66 0.01 0.10
N 1.33 -1.95 -1.52
C 0.20 0.90 -0.40
C 1.06 0.21 0.09
C -0.12 0.31 0.01
C -2.10 -0.11 0.72
C -0.12 -2.55 0.04
C -1.14 0.50 -0.40
C 0.21 0.30 -0.05
C -0.16 0.44 0.22
C 1.25 0.07 -0.31
Cl -0.28 0.03 -0.01
C -0.24 -1.04 0.62
C -0.36 0.19 0.13
C 0.03 0.93 0.80
C 0.18 0.30 0.06
C -1.02 0.80 0.63
C -0.65 -0.88 -0.28
Cl 0.18 0.09 -0.06
C -0.09 0.09 0.28
C 0.82 0.13 -0.13
C -0.08 -0.20 -0.41
C -0.41 -0.34 0.13
H -0.02 0.89 -0.06
H 0.53 0.00 -0.96
H -0.16 0.81 1.36
H -0.55 -0.38 -0.03
H 0.09 -0.57 -0.23
H -0.26 -0.09 0.11
H -0.10 -0.29 0.31
H -0.04 -0.30 -0.79
H -0.49 -0.35 -0.57
H -0.12 -0.31 0.25
H -0.04 0.10 -0.13
H -0.19 -0.32 0.23
H -0.07 -0.08 -0.34
H -0.11 0.00 -0.02
H 0.76 -0.05 0.22
H 0.70 0.37 -0.27
H 0.13 0.36 -0.57
H 0.01 0.26 0.10
H 0.35 0.13 -0.11
H 0.06 -0.24 -0.07
H -0.30 -0.28 0.43
H 0.03 0.24 0.23
H 0.11 -0.17 -0.15
H -0.16 -0.37 -0.03
H 0.33 -0.43 0.11
H -0.32 -0.61 -0.52
H -0.06 -0.05 0.44



Record 2
Molecular formula: C32H27ClIMnNOPSi
Method: DFT, ωB97M-V with the def2-TZVPD basis set

## Properties
E_HOMO (spin up / spin down) ... -0.2768 / -0.2831 Ha
Relative energy (zero: lowest compared OMol25 entry of this formula, charge and spin) ... 30.5 kcal per mole
2S+1 ... 5
Total charge ... 0

Positions of all 66 atoms, in Å:
Mn (0.5064, -0.2415, -0.6934)
C (-5.3557, 2.8019, -3.3961)
C (-5.5217, 2.4356, -2.0705)
C (-4.5511, 1.6886, -1.4281)
C (-3.4244, 1.2709, -2.1297)
C (-3.2784, 1.6173, -3.4696)
C (-4.2327, 2.3947, -4.0974)
P (-1.9769, 0.4310, -1.3917)
C (-2.6179, -0.2591, 0.1764)
C (-3.8760, -0.8584, 0.2246)
C (-4.3009, -1.5099, 1.3659)
C (-3.4701, -1.5941, 2.4688)
C (-2.2050, -1.0358, 2.4211)
C (-1.7783, -0.3726, 1.2848)
C (-1.0687, 1.9403, -0.8125)
C (-1.6326, 3.2086, -0.7868)
C (-0.8425, 4.3074, -0.5028)
C (0.5091, 4.1337, -0.2526)
C (1.0715, 2.8677, -0.2632)
C (0.3051, 1.7278, -0.5462)
H (-6.1025, 3.4134, -3.8776)
H (-6.3973, 2.7483, -1.5180)
H (-4.6602, 1.4574, -0.3768)
H (-2.3934, 1.2938, -4.0029)
H (-4.0959, 2.6919, -5.1263)
H (-4.5196, -0.8349, -0.6417)
H (-5.2810, -1.9575, 1.3848)
H (-3.7921, -2.1070, 3.3607)
H (-1.5540, -1.1271, 3.2780)
H (-0.7705, 0.0838, 1.2847)
H (-2.6798, 3.3400, -1.0139)
H (-1.2809, 5.2962, -0.5005)
H (1.1335, 4.9947, -0.0587)
H (2.1275, 2.7478, -0.0715)
Cl (-0.2240, -6.6677, 1.8486)
C (-0.3040, -5.1672, 0.9956)
C (-1.2891, -4.9723, 0.0508)
C (-1.3258, -3.8022, -0.6906)
I (-2.8340, -3.4580, -2.1224)
C (-0.3681, -2.7952, -0.5279)
O (-0.2222, -1.7902, -1.3081)
C (0.5119, -2.9272, 0.6017)
N (1.2083, -1.8205, 0.9373)
C (2.1489, -1.9260, 1.8624)
C (2.4435, -3.1382, 2.4952)
C (1.6640, -4.2433, 2.2487)
C (0.6216, -4.1511, 1.3052)
H (-2.0100, -5.7500, -0.1385)
H (2.6916, -1.0166, 2.0854)
H (3.2596, -3.1869, 3.1990)
H (1.8343, -5.1765, 2.7638)
C (6.4574, 1.1153, -1.1060)
Si (5.1706, 0.8712, 0.2795)
C (4.7932, 2.5439, 1.1241)
C (5.7896, -0.3290, 1.6361)
C (3.5534, 0.2774, -0.4213)
C (2.4093, 0.0622, -0.8118)
H (7.4254, 1.4042, -0.7077)
H (6.1332, 1.8943, -1.7886)
H (6.5976, 0.2123, -1.6897)
H (5.6782, 2.9742, 1.5816)
H (4.0436, 2.4236, 1.9007)
H (4.4106, 3.2654, 0.4095)
H (6.7988, -0.0889, 1.9600)
H (5.7926, -1.3593, 1.2958)
H (5.1466, -0.2726, 2.5102)

Atomic forces in eV per Å
Mn 1.63 1.55 0.36
C -0.10 0.05 -0.05
C -0.06 0.06 0.08
C 0.11 -0.06 0.02
C 0.17 -0.28 -0.12
C 0.04 -0.09 0.10
C -0.06 0.11 -0.05
P -0.77 1.07 0.21
C 0.01 -0.10 -0.08
C 0.18 -0.05 -0.02
C -0.04 0.00 0.04
C 0.05 -0.06 0.04
C 0.10 -0.06 0.15
C 0.28 0.34 -0.18
C 0.47 -0.59 -0.02
C 0.00 0.17 0.12
C -0.10 -0.02 -0.05
C 0.08 -0.05 0.06
C 0.17 -0.66 -0.02
C -0.90 1.07 0.00
H -0.10 0.05 -0.09
H -0.04 0.06 -0.03
H 0.00 0.00 -0.03
H 0.01 -0.01 -0.07
H -0.02 0.00 -0.10
H -0.03 0.01 -0.05
H -0.15 -0.10 0.03
H -0.08 -0.07 0.11
H 0.12 0.04 0.05
H -0.59 -0.13 0.10
H -0.05 0.06 -0.01
H 0.01 0.05 0.01
H 0.06 0.03 0.05
H 0.10 0.00 0.01
Cl -0.02 -0.29 0.12
C -0.48 -0.01 -0.39
C 0.49 -0.49 0.70
C 0.19 1.27 -0.66
I 0.37 -0.25 0.19
C -0.40 -1.77 0.72
O -0.66 -1.02 -1.04
C -0.30 -0.47 0.08
N 0.38 -0.19 0.20
C -0.52 0.30 -0.60
C -0.17 -0.34 0.16
C 0.08 0.36 0.01
C 0.03 0.36 -0.12
H -0.10 -0.12 0.03
H 0.07 0.00 0.02
H 0.05 0.02 0.07
H 0.03 -0.04 0.04
C -0.53 -0.16 0.53
Si 0.11 0.23 0.18
C 0.15 -0.63 -0.37
C -0.26 0.36 -0.62
C -0.13 0.10 -0.18
C 1.08 0.35 0.34
H 0.14 0.06 0.17
H -0.13 0.16 -0.09
H -0.02 -0.24 -0.07
H 0.24 0.03 0.09
H -0.15 -0.09 0.13
H -0.06 0.12 -0.20
H 0.15 0.14 -0.01
H -0.02 -0.20 -0.14
H -0.15 0.05 0.13



Record 3
Molecular formula: C32H27ClIN5O2PPdTe
Method: DFT, ωB97M-V with the def2-TZVPD basis set

## Properties
E_HOMO (spin up / spin down) ... -0.3473 / -0.3495 Ha
Relative energy (zero: lowest compared OMol25 entry of this formula, charge and spin) ... 74.7 kcal per mole
2S+1 ... 5
Total charge ... +1

Positions of all 71 atoms, in Å:
Pd (0.4613, 0.4321, 2.8502)
Cl (-6.3446, -1.5327, 4.3499)
C (-4.8093, -0.7457, 4.1334)
C (-4.7221, 0.6041, 4.2793)
C (-3.4890, 1.2617, 4.1103)
I (-3.4119, 3.3341, 4.2845)
C (-2.3195, 0.5906, 3.8031)
O (-1.1960, 1.2534, 3.6516)
C (-2.4257, -0.8398, 3.6309)
N (-1.2959, -1.5119, 3.2889)
C (-1.3527, -2.8038, 3.1018)
C (-2.5346, -3.5555, 3.2506)
C (-3.6803, -2.9064, 3.5998)
C (-3.6632, -1.5054, 3.7976)
H (-5.6078, 1.1768, 4.5171)
H (-0.4250, -3.2948, 2.8226)
H (-2.5209, -4.6249, 3.0915)
H (-4.6087, -3.4456, 3.7269)
C (0.6495, -0.1825, -10.5973)
O (1.6879, -0.4476, -9.6586)
C (1.4146, -0.3127, -8.3522)
C (2.4994, -0.4760, -7.4840)
C (2.3220, -0.3253, -6.1299)
C (1.0630, -0.0135, -5.6030)
C (-0.0166, 0.1150, -6.4729)
C (0.1469, -0.0376, -7.8373)
C (0.8466, 0.1828, -4.1807)
N (-0.2381, 0.6347, -3.6161)
C (0.0005, 0.6352, -2.2612)
C (1.3114, 0.1744, -2.0030)
N (1.8086, -0.1079, -3.2223)
C (2.0426, -0.0111, -0.7597)
C (3.3878, -0.3214, -0.7195)
C (4.0340, -0.5390, 0.4977)
C (3.2973, -0.4302, 1.6660)
N (2.0142, -0.1099, 1.6509)
C (1.3538, 0.1291, 0.4690)
C (0.0647, 0.5359, 0.8562)
N (-0.9495, 0.9378, 0.0156)
C (-2.1442, 1.4007, 0.5098)
C (-2.9575, 1.8204, -0.5354)
C (-2.2480, 1.6278, -1.7029)
C (-0.9761, 1.0878, -1.3607)
H (1.1195, -0.2100, -11.5746)
H (0.2148, 0.8036, -10.4276)
H (-0.1273, -0.9472, -10.5446)
H (3.4672, -0.7129, -7.9038)
H (3.1869, -0.4405, -5.4865)
H (-0.9945, 0.3312, -6.0646)
H (-0.7106, 0.0449, -8.4878)
H (2.7158, -0.5011, -3.4065)
H (3.9674, -0.3796, -1.6330)
H (5.0821, -0.7927, 0.5376)
H (3.7453, -0.6118, 2.6339)
H (-2.3082, 1.4201, 1.5754)
H (-3.9503, 2.2234, -0.4309)
H (-2.5554, 1.8391, -2.7138)
C (2.0056, 2.0263, 5.5018)
P (1.2820, 0.4306, 5.0322)
C (-0.0292, 0.1893, 6.2558)
C (2.5479, -0.7747, 5.5263)
H (2.2515, 2.0410, 6.5646)
H (1.2844, 2.8147, 5.2863)
H (2.9078, 2.2158, 4.9203)
H (0.3877, 0.2051, 7.2638)
H (-0.5284, -0.7641, 6.0814)
H (-0.7622, 0.9875, 6.1472)
H (2.7629, -0.6702, 6.5904)
H (3.4707, -0.6118, 4.9692)
H (2.1960, -1.7873, 5.3291)
Te (0.9015, 3.7781, -1.0002)

Atomic forces in eV per Å
Pd -0.04 -0.05 0.20
Cl 0.05 0.02 -0.01
C -0.05 -0.06 0.02
C 0.03 0.09 0.00
C -0.13 0.05 0.01
I 0.00 0.01 0.01
C 0.17 0.00 -0.04
O -0.15 -0.10 -0.05
C 0.06 -0.04 -0.03
N -0.03 0.06 0.07
C -0.01 -0.05 0.03
C 0.07 -0.02 -0.01
C -0.05 0.06 0.02
C 0.02 -0.08 -0.02
H 0.02 0.01 0.02
H -0.01 0.00 0.00
H 0.00 0.01 0.00
H 0.00 0.01 0.00
C 0.02 -0.04 0.03
O 0.01 0.04 -0.03
C -0.03 -0.05 -0.02
C 0.00 0.00 0.01
C 0.01 -0.01 0.02
C 0.02 -0.02 0.04
C -0.01 0.01 -0.02
C 0.00 0.00 0.03
C 0.07 -0.03 0.01
N 0.00 0.06 0.11
C 0.22 0.10 -0.04
C -0.09 -0.04 0.11
N 0.05 0.04 -0.11
C -0.09 0.03 -0.16
C 0.06 0.00 0.01
C -0.03 -0.03 -0.02
C -0.02 -0.08 0.01
N 0.20 0.10 -0.09
C -0.09 0.04 -0.02
C 0.07 -0.11 0.01
N 0.05 0.29 0.00
C -0.02 0.04 0.05
C 0.01 -0.01 -0.04
C 0.05 0.00 -0.01
C -0.39 -0.36 0.01
H 0.00 -0.01 -0.01
H 0.00 0.01 -0.02
H -0.02 0.00 0.01
H 0.00 0.03 0.00
H 0.00 0.02 -0.01
H 0.00 0.01 -0.01
H 0.01 0.04 0.00
H -0.01 -0.01 -0.02
H -0.01 -0.05 0.01
H 0.00 0.02 0.00
H 0.00 0.04 0.00
H 0.06 -0.01 0.01
H 0.01 0.01 0.02
H 0.03 -0.03 0.00
C 0.00 0.02 -0.02
P -0.15 0.07 -0.02
C -0.02 -0.03 0.03
C 0.02 -0.03 -0.06
H 0.01 0.01 0.00
H -0.01 0.00 0.01
H 0.00 0.00 0.00
H -0.02 0.00 0.00
H 0.01 0.00 0.00
H 0.00 0.00 0.00
H 0.02 -0.02 0.00
H 0.00 0.01 0.01
H -0.01 0.00 0.01
Te 0.07 0.05 -0.03



One value per record, in order, for electronic energy: -2265.16808, -3905.29010, -3154.76073 a.u..